No. 1
Formula: C40H54F30N9O20S10
Source: the Open Molecules 2025 dataset
Level of theory: ωB97M-V/def2-TZVPD

```
163
Properties=species:S:1:pos:R:3:mulliken_charge:R:1
C -5.588 0.661 4.443 -1.30
C -5.809 0.269 2.989 -0.27
C -4.934 -0.933 2.576 -0.30
N -5.333 -1.644 1.274 1.00
C -6.492 -2.554 1.590 -0.57
C -6.730 -3.494 0.425 -0.58
C -5.529 -4.307 0.000 -1.01
C -4.301 -3.407 -0.321 -0.70
C -4.094 -2.376 0.789 -0.09
C -5.705 -0.641 0.183 -0.66
H -4.543 0.931 4.605 0.20
H -5.733 -0.179 5.124 0.38
H -6.191 1.522 4.720 0.38
H -5.481 1.009 2.256 0.27
H -6.848 0.023 2.761 0.30
H -4.999 -1.704 3.345 0.45
H -3.886 -0.670 2.432 -0.02
H -6.354 -3.178 2.472 0.38
H -7.395 -1.960 1.720 0.36
H -7.505 -4.215 0.710 0.48
H -7.214 -3.126 -0.483 0.16
H -5.212 -5.008 0.777 0.33
H -5.767 -4.901 -0.882 0.45
H -3.505 -4.140 -0.451 0.39
H -4.288 -2.847 -1.260 0.24
H -3.806 -2.998 1.642 0.48
H -3.372 -1.639 0.479 -0.43
H -6.032 -1.166 -0.711 -0.06
H -4.854 0.018 0.040 0.32
H -6.582 -0.069 0.484 0.39
C 5.680 -2.245 1.156 -0.96
C 4.677 -2.423 2.288 -0.66
C 3.235 -2.386 1.805 0.39
N 2.205 -2.671 2.901 1.06
C 0.905 -2.351 2.157 0.75
C -0.316 -2.834 2.910 0.58
C -0.265 -4.323 3.289 -0.86
C 1.044 -4.639 4.028 -0.94
C 2.224 -4.165 3.228 -0.21
C 2.408 -1.782 4.114 -1.36
H 5.698 -3.162 0.571 0.16
H 6.686 -2.028 1.514 0.43
H 5.449 -1.462 0.432 0.13
H 4.828 -1.748 3.136 0.37
H 4.816 -3.374 2.816 0.26
H 3.106 -3.150 1.037 -0.43
H 3.110 -1.408 1.339 0.29
H 0.879 -2.937 1.234 -0.36
H 0.876 -1.316 1.828 -0.37
H -1.223 -2.659 2.330 -0.97
H -0.464 -2.235 3.814 0.33
H -0.412 -4.994 2.442 0.35
H -1.070 -4.541 3.994 0.45
H 1.080 -5.717 4.177 0.49
H 1.093 -4.133 4.996 0.35
H 2.221 -4.673 2.260 0.08
H 3.171 -4.366 3.726 0.54
H 2.418 -0.740 3.811 0.19
H 3.355 -2.159 4.494 0.48
H 1.614 -2.047 4.806 0.56
C 5.679 5.896 0.616 -0.98
N 4.377 5.621 -0.083 0.24
C 4.205 4.446 -0.700 -0.49
C 2.968 4.014 -1.123 -0.69
C 1.873 4.841 -0.910 0.72
C 2.066 6.067 -0.289 -0.62
C 3.321 6.453 0.147 -0.53
C 0.538 4.430 -1.372 0.99
C -0.499 4.616 -0.470 -0.62
C -1.769 4.216 -0.781 -0.60
N -2.020 3.788 -2.026 0.28
C -1.064 3.663 -2.955 -0.68
C 0.254 3.984 -2.658 -0.37
C -3.416 3.385 -2.370 -0.67
H 5.728 5.159 1.416 0.40
H 5.563 6.893 1.028 0.28
H 6.523 5.716 -0.043 0.35
H 5.079 3.809 -0.709 0.53
H 2.734 3.018 -1.473 0.52
H 1.258 6.777 -0.180 0.70
H 3.529 7.370 0.680 0.47
H -0.280 5.011 0.514 0.25
H -2.564 4.197 -0.051 0.42
H -1.357 3.346 -3.946 0.52
H 1.087 3.888 -3.343 0.63
H -3.773 2.797 -1.528 0.20
H -3.452 2.782 -3.275 0.32
H -3.950 4.331 -2.422 0.34
C -2.045 -0.671 -5.423 0.66
F -1.896 -1.441 -6.492 -0.24
F -2.100 -1.466 -4.368 -0.18
F -1.014 0.160 -5.353 -0.16
S -3.601 0.381 -5.446 0.88
O -3.340 1.449 -4.527 -0.70
O -3.706 0.798 -6.817 -0.71
N -4.765 -0.890 -5.100 -0.56
S -5.635 -0.251 -4.002 1.11
O -4.967 -0.039 -2.733 -0.24
O -6.445 0.871 -4.477 -0.69
C -6.906 -1.601 -3.489 0.44
F -7.622 -1.158 -2.458 -0.23
F -7.732 -1.860 -4.517 -0.24
F -6.335 -2.746 -3.106 -0.23
C 0.883 9.347 2.042 0.66
F 0.481 8.970 0.820 -0.23
F 1.368 10.568 1.984 -0.21
F -0.193 9.297 2.825 -0.23
S 2.281 8.206 2.619 0.70
O 3.246 8.261 1.541 -0.68
O 2.715 8.797 3.871 -0.55
N 1.444 6.760 2.702 -0.13
S 2.261 5.862 3.666 0.93
O 3.665 5.799 3.323 -0.62
O 1.970 6.030 5.068 -0.66
C 1.455 4.200 3.279 0.43
F 0.129 4.271 3.346 -0.20
F 1.858 3.846 2.047 0.02
F 1.816 3.249 4.144 -0.19
C 5.577 -0.899 -6.989 0.66
F 4.357 -1.380 -6.953 -0.20
F 6.420 -1.906 -6.798 -0.23
F 5.780 -0.291 -8.159 -0.23
S 5.847 0.503 -5.670 0.90
O 7.300 0.610 -5.602 -0.67
O 5.236 1.679 -6.243 -0.58
N 5.171 -0.106 -4.261 -0.38
S 3.860 0.764 -4.037 1.19
O 3.945 2.164 -3.704 -0.57
O 2.877 0.439 -5.063 -0.64
C 3.072 -0.014 -2.523 0.25
F 2.531 -1.205 -2.718 -0.04
F 3.929 0.008 -1.463 -0.25
F 2.120 0.847 -2.145 -0.16
C -0.554 -1.114 -0.930 -0.07
F 0.716 -1.122 -0.588 0.21
F -0.617 -0.912 -2.225 0.02
F -1.183 -2.278 -0.685 -0.08
S -1.463 0.362 -0.222 -0.51
O -0.664 1.489 -0.648 0.64
O -2.782 0.330 -0.821 -0.59
N -1.463 0.067 1.453 0.36
S -0.668 1.233 2.082 0.06
O 0.762 1.128 1.883 -0.32
O -1.321 2.502 1.831 -0.39
C -0.925 0.881 3.966 0.15
F -2.123 0.305 4.173 -0.17
F 0.066 0.073 4.384 -0.13
F -0.812 1.971 4.717 -0.15
C 4.861 -7.893 -0.859 0.54
F 6.113 -8.168 -1.201 -0.22
F 4.016 -8.076 -1.871 -0.23
F 4.480 -8.719 0.097 -0.23
S 4.761 -6.043 -0.323 1.03
O 5.081 -6.147 1.088 -0.67
O 5.583 -5.143 -1.094 -0.52
N 3.058 -5.788 -0.462 -0.48
S 2.864 -4.886 -1.717 0.83
O 2.977 -3.494 -1.299 -0.39
O 3.638 -5.193 -2.895 -0.60
C 1.008 -5.108 -2.082 0.49
F 0.758 -6.409 -2.252 -0.25
F 0.270 -4.734 -1.021 -0.17
F 0.689 -4.450 -3.178 -0.18
```

Properties
Charge: -1
HOMO energy: -6.73 eV

No. 2
Formula: C40H55B2BeF8N5O5
Source: the Open Molecules 2025 dataset
Level of theory: ωB97M-V/def2-TZVPD

```
116
Properties=species:S:1:pos:R:3:mulliken_charge:R:1
Be -0.172 -0.390 0.689 2.51
B -0.078 0.079 -2.262 -0.82
F -1.204 -0.504 -2.797 -0.36
F 0.632 0.676 -3.214 -0.29
F -0.443 1.072 -1.460 0.24
F 0.651 -0.814 -1.521 0.39
B -1.511 -2.696 1.916 -0.19
F -2.772 -3.169 1.609 -0.36
F -1.683 -1.376 2.243 0.03
F -0.922 -3.346 2.989 -0.40
F -0.711 -2.743 0.799 -0.11
N 0.887 -0.031 3.089 1.34
C 1.282 -1.040 3.889 -0.36
C 1.898 -0.841 5.145 -1.12
C 2.022 0.472 5.609 -0.36
C 1.583 1.483 4.842 -1.03
C 1.056 1.253 3.574 -0.59
H 1.185 -2.083 3.625 0.21
H 2.224 -1.629 5.807 0.52
H 2.270 0.692 6.637 0.41
H 1.524 2.472 5.273 0.45
H 0.690 2.048 2.941 0.46
N 4.151 -4.308 -4.884 -0.61
C 5.163 -3.381 -4.836 -0.29
C 5.011 -2.076 -4.301 -0.52
C 3.766 -1.693 -3.793 0.04
C 2.736 -2.608 -3.750 -0.21
C 2.960 -3.891 -4.360 -0.74
H 6.076 -3.814 -5.220 0.42
H 5.870 -1.421 -4.283 0.40
H 3.557 -0.703 -3.417 0.44
H 1.756 -2.286 -3.431 0.40
H 2.241 -4.697 -4.393 0.58
N -1.493 1.824 1.594 0.61
C -1.255 2.973 0.926 0.13
C -1.887 4.166 1.320 -0.36
C -2.782 4.170 2.414 -0.80
C -2.990 2.979 3.077 -0.60
C -2.397 1.815 2.624 -0.52
H -0.535 2.990 0.120 -0.57
H -1.807 5.092 0.770 0.54
H -3.257 5.100 2.693 0.44
H -3.765 2.938 3.828 0.48
H -2.591 0.877 3.122 0.31
N -2.954 3.100 -5.047 -0.61
C -2.547 2.354 -4.022 -0.11
C -2.963 2.590 -2.753 -0.18
C -3.963 3.541 -2.368 -0.52
C -4.401 4.309 -3.485 -0.62
C -3.849 4.078 -4.771 -0.40
H -1.777 1.644 -4.285 0.76
H -2.625 1.959 -1.945 0.35
H -4.253 3.709 -1.342 0.49
H -5.066 5.133 -3.270 0.37
H -4.151 4.724 -5.582 0.41
N -2.467 -0.257 7.537 -0.61
C -1.701 -0.651 6.478 -0.49
C -2.136 -0.937 5.190 0.34
C -3.519 -0.727 4.957 -0.20
C -4.406 -0.400 6.043 -0.63
C -3.819 -0.218 7.288 -0.35
H -0.670 -0.870 6.714 0.41
H -1.399 -1.220 4.453 0.18
H -3.963 -0.978 4.005 0.46
H -5.457 -0.440 5.796 0.42
H -4.462 -0.104 8.148 0.38
C 4.120 -2.563 -0.555 -1.17
C 3.409 -1.827 0.621 0.72
O 2.182 -1.697 0.669 -0.17
C 4.317 -1.139 1.632 -0.96
H 3.413 -2.899 -1.314 -0.10
H 4.486 -3.522 -0.188 0.49
H 4.999 -2.093 -0.996 0.38
H 3.620 -0.571 2.249 -0.04
H 5.008 -0.525 1.056 0.37
H 4.843 -1.901 2.207 0.40
C -0.144 -4.676 -1.676 0.03
C 0.466 -6.077 -1.659 0.49
O -0.300 -6.974 -1.986 -0.59
C 1.935 -6.360 -1.323 -0.96
H 0.534 -3.910 -2.053 -0.21
H -0.566 -4.478 -0.690 -0.05
H -1.045 -4.777 -2.281 0.44
H 2.518 -6.320 -2.244 0.23
H 2.114 -7.387 -1.005 0.37
H 2.420 -5.680 -0.623 0.20
C 3.129 2.925 0.889 -1.41
C 2.604 1.795 0.032 0.56
O 1.603 1.239 0.385 0.22
C 3.260 1.518 -1.293 -0.64
H 2.572 2.920 1.826 0.15
H 3.023 3.877 0.368 0.34
H 4.188 2.771 1.100 0.42
H 3.532 2.485 -1.715 0.60
H 2.610 0.953 -1.960 -0.64
H 4.139 0.927 -1.037 0.48
C 0.091 4.320 -2.130 -0.11
C 1.359 4.154 -2.895 0.70
O 2.438 4.482 -2.379 -0.65
C 1.307 3.543 -4.294 -0.89
H -0.429 5.196 -2.517 0.54
H 0.256 4.497 -1.067 0.19
H -0.494 3.423 -2.334 -0.48
H 2.108 2.823 -4.462 0.23
H 1.451 4.345 -5.017 0.45
H 0.340 3.074 -4.477 0.06
C -4.818 0.103 -1.251 -1.30
C -3.652 -0.713 -0.757 0.58
O -2.661 -0.249 -0.178 -0.02
C -3.851 -2.210 -0.909 -0.72
H -5.139 0.821 -0.497 0.31
H -5.679 -0.543 -1.428 0.40
H -4.597 0.714 -2.126 0.21
H -4.485 -2.597 -0.112 0.39
H -2.875 -2.627 -0.662 -0.28
H -4.042 -2.559 -1.924 0.44
```

Properties
Charge: 0
HOMO energy: -9.08 eV

- The lowest charge belongs to which entry?
  C40H54F30N9O20S10

- Which of these has the highest charge?
  C40H55B2BeF8N5O5